A structure of composition C43H50AsN2O6PSSn, computed with wB97M-V/def2-TZVPD.

Summary:
Lowest unoccupied orbital energy = 0.001 Ha
HOMO level = -7.4973 eV
Energy above the lowest of the compared OMol25 structures with the same formula, charge and spin = 41.8 kcal/mol
Frontier orbital gap = 7.514 eV

Geometry (Å):
Sn1 1.3496 -1.0858 1.1507
As1 3.1778 -0.5935 5.1791
S1 2.6841 -2.4334 4.3694
P1 1.7195 3.0709 2.5978
O1 4.1119 -2.5231 -6.4362
O2 -0.7504 -1.9527 1.7705
O3 -1.6923 -0.6011 0.2825
O4 3.7692 -0.3282 0.2412
O5 1.8186 -2.2658 -0.6719
O6 5.5647 -1.2015 -5.5546
N1 -4.0814 -1.4135 -0.8195
N2 4.5764 -1.9145 -5.4875
C1 4.4362 0.4334 4.1357
C2 -0.0664 3.5022 2.5675
C3 0.9057 1.2274 -1.6913
C4 4.3920 -1.3732 -3.1123
C5 -3.8383 -4.0717 -5.0802
C6 -4.0347 -2.3345 0.2185
C7 -0.7920 3.7728 1.4084
C8 2.5260 -2.1858 -1.7414
C9 2.7682 -2.8579 -4.0793
C10 -3.3313 -3.9684 -2.1962
C11 -4.8610 -1.7977 -4.9166
C12 -0.4222 0.5420 -1.3881
C13 2.1215 -2.9457 -2.8815
C14 2.3600 4.4839 3.6134
C15 -2.1116 3.7141 3.8480
C16 -1.7284 -1.6235 1.0905
C17 -3.0938 -3.2859 2.2423
C18 2.6650 5.2869 -0.7699
C19 3.5826 4.4527 -1.4005
C20 3.7221 -1.4106 -1.8877
C21 3.9997 -0.7118 6.9248
C22 -0.5918 -0.6722 -2.3059
C23 -2.8184 4.0071 2.6877
C24 2.0736 4.8986 0.4228
C25 -4.2692 -2.8744 -4.2667
C26 -4.1718 -4.1305 2.3807
C27 -4.0268 -2.8201 -2.8853
C28 3.2964 2.8343 0.3507
C29 -0.7508 3.4539 3.7856
C30 4.2971 -0.6295 -0.8189
C31 -0.4010 0.1072 0.0777
C32 -2.1569 4.0277 1.4691
C33 1.6476 0.5426 5.4973
C34 -5.1832 -4.0956 1.4232
C35 -5.1143 -3.2142 0.3668
C36 -4.3942 -1.6579 -2.1862
C37 -5.2308 -0.6609 -4.2162
C38 2.3780 3.6599 0.9919
C39 -5.0014 -0.5963 -2.8557
C40 -1.5655 1.5353 -1.6602
C41 -2.9978 -2.3830 1.1734
C42 3.9080 -2.0455 -4.2000
C43 3.8981 3.2256 -0.8392
H1 4.0495 4.7620 -2.3280
H2 -2.7060 4.2348 0.5578
H3 1.7394 0.5231 -1.5994
H4 1.9706 1.5253 5.8461
H5 -0.2134 3.2066 4.6968
H6 -2.4900 1.2338 -1.1611
H7 -3.4971 -0.6060 -0.6862
H8 -2.7819 -4.5805 -2.9082
H9 -5.6990 0.1711 -4.7285
H10 -4.0450 -4.6155 -1.6797
H11 -4.2974 -4.9939 -4.7177
H12 -3.8816 4.2084 2.7358
H13 -0.2880 3.7784 0.4499
H14 4.5996 2.5640 -1.3349
H15 5.2952 -0.7836 -3.2175
H16 1.0846 2.0599 -1.0061
H17 1.3590 5.5590 0.9013
H18 1.0821 0.6377 4.5752
H19 3.5344 1.8726 0.7870
H20 -5.2821 0.2832 -2.2866
H21 2.0671 5.4349 3.1707
H22 3.3403 -1.2766 7.5778
H23 0.1165 -1.4531 -2.0398
H24 -0.4240 -0.3843 -3.3482
H25 5.3226 -0.2644 -1.0215
H26 4.1607 0.2878 7.3302
H27 3.9187 0.8522 3.2768
H28 1.0319 0.0616 6.2536
H29 3.4487 4.4284 3.6522
H30 4.8712 1.2260 4.7445
H31 -5.9123 -3.1653 -0.3657
H32 -1.7702 1.5995 -2.7325
H33 -6.0424 -4.7493 1.5172
H34 2.4134 6.2453 -1.2083
H35 2.4280 -3.4098 -4.9442
H36 -2.7545 -4.2025 -5.0402
H37 -0.4933 1.0037 0.7018
H38 0.9045 1.6228 -2.7109
H39 -4.1188 -3.9411 -6.1244
H40 5.2098 -0.2466 3.7894
H41 -5.0229 -1.8481 -5.9877
H42 1.2528 -3.5811 -2.7604
H43 -1.3091 2.5361 -1.2998
H44 -2.6198 -3.6130 -1.4529
H45 -1.6020 -1.0848 -2.2347
H46 1.9660 4.4295 4.6293
H47 -2.6241 3.6857 4.8025
H48 4.9483 -1.2341 6.8354
H49 -2.2849 -3.3025 2.9598
H50 -4.2270 -4.8164 3.2159

---

A cluster of 7 separate species, C43H50F3N8O6P2S in total in a non-equilibrium geometry, computed with wB97M-V/def2-TZVPD.

Summary:
Lowest unoccupied orbital energy = -0.174 Ha
Net charge = +1
HOMO level = -10.6274 eV
Frontier orbital gap = 5.899 eV

Geometry (Å):
S1 -3.2465 0.4556 -5.4996
P1 -3.1807 0.4256 -3.5840
P2 -5.6112 -4.5438 -2.5850
F1 -10.1069 1.5123 -0.9068
F2 -10.1865 -0.6530 -0.8326
F3 -10.8841 0.3883 -2.5939
O1 -8.4828 -0.7411 -3.1356
O2 -3.5429 1.8407 -3.0087
O3 0.3875 -3.4136 -1.4892
O4 2.3033 -3.2143 -2.5894
O5 -4.5714 -5.2839 -1.8597
O6 -1.8211 0.0699 -2.9341
N1 -7.6115 -2.2045 -6.2707
N2 -4.4009 -0.6565 -2.8823
N3 1.8364 -1.3366 1.8276
N4 11.7882 4.0450 4.8900
N5 0.0482 2.7626 -2.3362
N6 5.5275 4.1249 3.7370
N7 5.5057 -0.4964 5.8935
N8 -5.3911 0.0434 -2.2654
C1 -6.9696 -1.2163 -6.8971
C2 6.3818 -0.6372 8.1202
C3 -6.3738 -0.6327 -1.7615
C4 3.1982 -1.1218 3.7933
C5 10.4999 4.0476 4.5564
C6 -8.4124 -1.3154 -8.7863
C7 -0.0998 -4.5132 -2.2664
C8 -6.4775 -2.0402 -1.8361
C9 -9.9592 0.4002 -1.6357
C10 2.9556 3.1241 3.3917
C11 1.3811 -2.7045 -2.0497
C12 -1.6105 -4.3792 -2.4940
C13 5.4153 -0.8982 7.1604
C14 -8.5592 0.3412 -2.2249
C15 1.1481 3.2827 0.1752
C16 -9.0894 -2.3438 -8.1521
C17 -7.3278 -0.7367 -8.1466
C18 1.3694 2.7978 -2.1443
C19 6.5964 0.1837 5.5494
C20 4.1028 -2.0428 3.2929
C21 2.0871 -0.8087 3.0233
C22 11.1282 4.2819 7.1815
C23 1.3059 -1.2168 -1.9225
C24 -8.6520 -2.7489 -6.9008
C25 -3.2223 -2.6645 -3.6102
C26 12.0831 4.1618 6.1821
C27 7.5059 0.0809 7.7442
C28 9.4670 4.1650 5.4748
C29 -0.7186 2.9858 -1.2667
C30 -7.4918 0.1480 -1.1348
C31 -2.0348 -2.9149 -2.6144
C32 2.7202 -2.2153 1.3609
C33 5.3106 2.8324 3.5051
C34 3.1594 4.4744 3.6306
C35 4.0504 2.2806 3.3257
C36 3.8613 -2.6032 2.0473
C37 7.6171 0.4992 6.4284
C38 1.9640 3.0522 -0.9190
C39 -0.2259 3.2464 0.0013
C40 4.4624 4.9208 3.7976
C41 9.7918 4.2833 6.8167
C42 -4.3834 -1.9884 -2.9716
C43 -5.4741 -2.7327 -2.4556
H1 -8.3661 1.2719 -2.7506
H2 -9.9390 -2.8243 -8.6161
H3 -1.1256 0.6864 -3.2477
H4 11.4272 4.3729 8.2166
H5 -5.7257 -4.8102 -3.9589
H6 -7.8914 -0.4195 -0.3015
H7 -8.7235 -0.9712 -9.7637
H8 -2.2265 -2.4555 -1.6511
H9 1.3545 -0.0912 3.3809
H10 -1.8754 -4.9576 -3.3710
H11 1.4195 -0.7684 -2.9014
H12 0.0606 -5.4121 -1.6803
H13 -2.8863 -2.1089 -4.4795
H14 -2.0850 -4.7938 -1.6153
H15 4.5419 -3.3230 1.6141
H16 1.9759 2.6203 -3.0252
H17 -4.0907 2.3081 -3.6553
H18 6.1982 2.2162 3.4563
H19 2.1324 -0.9084 -1.2904
H20 -7.3354 -2.5475 -1.4257
H21 8.2815 0.3098 8.4632
H22 3.0409 3.0704 -0.8269
H23 9.0152 4.3762 7.5656
H24 -6.8990 -4.7558 -2.0642
H25 2.5013 -2.6347 0.3852
H26 -1.1999 -2.3630 -3.0330
H27 3.9236 1.2243 3.1350
H28 2.3314 5.1681 3.6859
H29 -3.5304 -3.6358 -3.9820
H30 1.9551 2.7310 3.2556
H31 -6.7698 0.0671 -8.6061
H32 8.4761 1.0601 6.0846
H33 -7.1390 1.1132 -0.7942
H34 10.2888 3.9504 3.4969
H35 4.9813 -2.3100 3.8648
H36 4.6687 5.9685 3.9853
H37 -0.9019 3.4181 0.8271
H38 3.3534 -0.6541 4.7525
H39 4.5186 -1.4537 7.4155
H40 -6.1209 -0.7932 -6.3670
H41 8.4357 4.1641 5.1443
H42 6.2525 -0.9848 9.1356
H43 -8.4061 -0.3991 -4.0306
H44 13.1400 4.1594 6.4247
H45 6.6482 0.4926 4.5141
H46 1.5801 3.4881 1.1454
H47 -1.7885 2.9497 -1.4423
H48 0.4470 -4.6264 -3.1959
H49 -9.1563 -3.5495 -6.3718
H50 0.3924 -0.8744 -1.4452